Record 1
Density functional theory data (ωB97M-V with the def2-TZVPD basis set) for C52H50BCrN9OS2 as an isolated structure.

The geometry in XYZ format:
```
116
Properties=species:S:1:pos:R:3:forces:R:3
Cr 0.03291 0.20014 0.70356 0.2774 -0.0172 0.0003
C 4.57033 0.71341 -2.33356 -0.0182 0.0182 -0.0133
C 3.69470 0.11047 -1.28635 0.0248 -0.0363 0.0235
C 4.05155 -0.70184 -0.23111 -0.0183 -0.0309 0.0252
C 2.84893 -1.00497 0.42585 -0.0430 0.0939 -0.0762
N 1.83844 -0.38820 -0.18179 -0.2292 -0.0257 0.1360
N 2.35867 0.28552 -1.23730 0.0807 0.0448 0.0070
B 1.47033 1.03185 -2.24325 0.0738 0.0594 -0.0096
N 0.48210 0.07099 -2.91874 0.0003 -0.1027 0.0491
N -0.35402 -0.70345 -2.18680 -0.0648 -0.0345 -0.0265
C -1.06774 -1.40755 -3.06129 0.1852 0.0016 0.0259
C -0.69541 -1.07022 -4.38046 -0.0234 -0.0914 0.0072
C 0.29624 -0.13030 -4.24290 0.0451 0.0423 -0.0320
C 1.08093 0.56351 -5.30731 0.0173 0.0039 -0.0239
C -2.06014 -2.41449 -2.65786 0.0007 -0.0436 -0.0055
C -2.03463 -2.96036 -1.37894 0.0143 -0.1111 -0.0261
C -2.95218 -3.93191 -1.01191 0.0112 -0.0047 -0.0044
C -3.91425 -4.36766 -1.91392 0.0022 0.0131 -0.0094
C -3.94472 -3.82791 -3.19261 -0.0031 -0.0115 0.0222
C -3.02092 -2.86186 -3.56256 -0.0099 0.0445 0.0179
N 0.68666 2.17606 -1.55292 -0.0403 0.0558 0.0516
N -0.11510 1.92342 -0.49639 -0.1552 -0.3114 -0.0341
C -0.79957 3.03696 -0.23383 0.2064 0.0970 -0.0748
C -0.41466 4.03623 -1.14493 -0.0660 0.0213 0.0456
C 0.52535 3.44857 -1.96390 0.0372 -0.0265 0.0151
C 1.26847 4.04918 -3.11039 0.0035 -0.0183 -0.0240
C -1.76375 3.17053 0.86877 -0.0995 -0.0996 0.0953
C -2.33218 2.06766 1.50834 0.0644 0.0257 -0.1162
C -3.27112 2.23787 2.51214 0.0084 -0.0115 0.0006
C -3.66598 3.51258 2.89449 0.0094 0.0139 0.0049
C -3.10048 4.61889 2.27276 -0.0359 0.0141 0.0374
C -2.15560 4.44657 1.27453 0.0036 -0.0223 -0.0262
C 2.66060 -1.92147 1.56378 0.0451 -0.0609 -0.0268
C 3.45978 -1.81311 2.69747 0.0021 -0.0085 -0.0224
C 3.33312 -2.73225 3.72889 0.0075 0.0045 0.0060
C 2.41044 -3.76420 3.63363 -0.0049 -0.0135 0.0141
C 1.60559 -3.87179 2.50633 0.0150 -0.0041 0.0041
C 1.73075 -2.95552 1.47578 0.0036 0.0311 -0.0016
H 5.60507 0.43597 -2.13867 0.0039 -0.0046 0.0026
H 4.30195 0.36698 -3.33258 0.0009 -0.0011 0.0006
H 4.50013 1.80225 -2.33175 0.0035 -0.0009 -0.0057
H 5.03651 -1.06077 0.01468 0.0092 0.0022 0.0032
H 2.16921 1.52398 -3.08335 -0.0065 -0.0031 0.0150
H -1.06667 -1.48142 -5.30452 -0.0054 -0.0092 0.0057
H 0.73170 0.23109 -6.28418 0.0004 -0.0070 -0.0036
H 0.97116 1.64835 -5.25924 -0.0053 -0.0164 0.0078
H 2.14637 0.34075 -5.23089 0.0021 0.0084 -0.0006
H -1.29836 -2.61952 -0.66739 0.0356 0.0458 0.0241
H -2.91738 -4.34762 -0.01304 -0.0066 -0.0054 -0.0175
H -4.63463 -5.11955 -1.61610 0.0004 -0.0066 -0.0046
H -4.69329 -4.15640 -3.90349 -0.0054 0.0022 -0.0040
H -3.05977 -2.43670 -4.55861 -0.0066 0.0048 0.0025
H -0.77534 5.04863 -1.20811 -0.0011 0.0010 -0.0085
H 1.03800 5.11210 -3.17245 -0.0042 -0.0034 0.0047
H 2.34533 3.93523 -2.98736 0.0080 0.0028 -0.0035
H 0.99583 3.58402 -4.05959 0.0018 0.0077 0.0224
H -2.09139 1.05540 1.20597 -0.0936 0.0570 -0.0046
H -3.69245 1.36101 2.98751 -0.0093 -0.0004 -0.0017
H -4.39788 3.64524 3.68197 -0.0012 -0.0028 -0.0005
H -3.38625 5.61895 2.57619 0.0001 -0.0039 -0.0027
H -1.70957 5.31606 0.80816 0.0008 -0.0035 0.0024
H 4.15254 -0.98391 2.78635 -0.0024 0.0024 -0.0031
H 3.94094 -2.62366 4.61862 0.0027 -0.0040 0.0025
H 2.30832 -4.47682 4.44342 0.0005 0.0016 0.0003
H 0.87087 -4.66405 2.42966 -0.0005 0.0041 0.0077
H 1.09909 -3.02367 0.60025 0.0048 -0.0021 0.0033
C -2.40919 1.60486 -3.27998 -0.0406 0.0507 -0.0058
N -3.33008 2.28020 -2.38937 -0.0210 0.0233 0.0997
C -3.59069 3.63932 -2.38261 0.0049 0.0453 -0.0488
C -4.39535 3.89719 -1.33611 -0.0191 -0.0235 0.0295
N -4.62541 2.68434 -0.71454 0.0126 0.0322 -0.0491
C -3.95532 1.67572 -1.33936 -0.0233 0.0146 -0.0197
S -3.90914 0.06757 -0.90209 -0.0637 -0.0342 0.0080
H -2.54643 1.97558 -4.29556 -0.0116 0.0064 -0.0017
H -2.61103 0.53742 -3.24031 -0.0614 0.0932 -0.0051
H -1.38207 1.76967 -2.95505 -0.0476 0.0007 -0.0382
H -3.17179 4.29821 -3.12134 0.0087 0.0040 -0.0029
H -4.81133 4.81981 -0.97669 -0.0015 0.0050 -0.0045
H -5.08324 2.53528 0.16666 -0.0077 -0.0093 0.0475
C -7.40949 -7.92488 2.95396 0.0220 -0.0045 -0.0552
C -6.40251 -6.84543 2.62077 0.0209 -0.0988 -0.1289
O -5.77187 -6.81770 1.59854 -0.0580 -0.0252 0.0843
S -6.25634 -5.65087 3.92664 0.0093 0.1008 0.1401
C -4.96247 -4.60424 3.33451 -0.0035 0.0273 -0.0501
C -5.23338 -3.63592 2.37203 -0.0268 0.0176 0.0025
C -4.22516 -2.81139 1.91344 0.0321 -0.0178 0.0156
C -2.91844 -2.93431 2.41221 -0.0829 -0.0166 -0.0420
C -2.66394 -3.90335 3.39042 -0.0075 0.0253 -0.0090
C -3.67549 -4.73218 3.84306 0.0154 -0.0241 0.0307
C -1.88315 -2.09938 1.90667 0.1154 0.0166 0.1884
C -0.99716 -1.37617 1.47852 -0.0782 0.1082 -0.4426
H -7.78579 -8.35371 2.02793 -0.0108 -0.0081 0.0007
H -8.22926 -7.53568 3.55594 -0.0042 0.0069 0.0054
H -6.90630 -8.70472 3.52779 0.0115 0.0024 -0.0126
H -6.23698 -3.53970 1.97649 0.0093 0.0018 0.0031
H -4.42192 -2.06788 1.15067 -0.0162 0.0033 0.0245
H -1.65928 -3.99576 3.78323 -0.0034 -0.0058 -0.0046
H -3.46766 -5.48582 4.59242 -0.0052 -0.0039 0.0012
C 0.59662 -0.56397 4.48276 -0.0146 -0.0195 -0.0150
C 1.69509 0.40859 4.18222 0.0323 -0.0144 0.0017
C 2.74895 0.61765 5.05819 -0.0395 -0.0001 -0.0017
C 3.78433 1.49071 4.75059 0.0426 0.0167 0.0225
C 3.74672 2.18278 3.54703 -0.0396 -0.0077 -0.0033
C 2.70493 2.01067 2.64535 -0.0291 -0.0450 0.0551
C 2.65671 2.78910 1.36283 -0.0113 0.0006 -0.0107
C 1.66777 1.09680 2.94805 0.1512 0.0444 0.0622
N 0.62302 0.90498 2.09662 -0.0204 0.1665 0.0580
H 0.65180 -0.91046 5.51653 0.0111 -0.0154 0.0053
H 0.65024 -1.42783 3.81332 -0.0194 0.0351 0.0188
H -0.38120 -0.11328 4.29753 0.0039 -0.0021 0.0163
H 2.76027 0.07427 5.99811 0.0000 -0.0005 0.0044
H 4.60265 1.63994 5.44480 0.0011 0.0021 -0.0011
H 4.53884 2.88339 3.30085 0.0055 -0.0020 0.0013
H 3.44456 3.54489 1.34038 -0.0003 -0.0026 0.0008
H 1.68834 3.28242 1.24315 0.0051 -0.0001 -0.0016
H 2.78118 2.13623 0.49753 0.0000 -0.0343 -0.0534
```
Positions in Å, forces in eV/Å.

Electronic energy   -4445.4490 Ha
2S+1   2
Net charge   -1

Record 2
Density functional theory data (ωB97M-V with the def2-TZVPD basis set) for C52H50CaCl2N4O3PS as an isolated structure in a non-equilibrium geometry.

The geometry in XYZ format:
```
114
Properties=species:S:1:pos:R:3:forces:R:3
Ca 0.05750 0.12819 -0.02130 1.0866 -0.2939 0.8133
C 1.61065 -3.48302 1.47625 0.0494 -0.0163 0.0053
C 2.09392 -2.18539 0.86995 -0.0360 -0.0460 0.0846
C 2.33782 -2.10771 -0.50464 0.0419 -0.0125 -0.0374
C 2.17772 -3.33058 -1.36680 -0.0985 -0.0213 -0.0463
C 2.87717 -0.93955 -1.06825 0.0146 -0.0287 -0.0107
C 3.18516 -0.94145 -2.54339 0.0277 0.0365 -0.0414
C 3.20693 0.14303 -0.24006 -0.1087 0.0996 -0.1396
C 3.91745 1.35651 -0.78928 0.0010 0.0710 -0.0076
C 2.97628 0.05962 1.14348 -0.1277 0.0653 0.1643
C 3.44420 1.17923 2.04344 0.0399 0.0177 0.0378
C 2.39837 -1.09156 1.69723 -0.0570 0.0070 0.0760
C 2.21993 -1.21536 3.19160 0.0284 -0.0049 0.0176
H 1.94814 -4.33796 0.89752 0.0120 -0.0106 0.0112
H 0.51965 -3.53619 1.53023 -0.0338 0.0095 -0.0112
H 1.99229 -3.61423 2.48484 0.0034 -0.0184 0.0153
H 3.09288 -3.92909 -1.33550 0.0203 -0.0080 0.0192
H 1.99627 -3.06858 -2.40277 -0.0331 -0.0182 -0.0267
H 1.36051 -3.96375 -1.03369 -0.0245 -0.0061 -0.0169
H 3.73455 -1.84259 -2.81524 0.0158 0.0093 -0.0075
H 3.79041 -0.09724 -2.85014 0.0117 0.0309 -0.0063
H 2.26513 -0.92250 -3.13297 -0.0371 0.0058 -0.0128
H 5.00039 1.21904 -0.73331 0.0181 -0.0222 0.0058
H 3.67075 2.25698 -0.23330 -0.0085 -0.0139 -0.0251
H 3.67202 1.54509 -1.82943 -0.0315 0.0203 -0.0381
H 4.37745 1.60590 1.68336 0.0105 -0.0090 0.0023
H 3.62317 0.82941 3.05501 0.0019 0.0104 0.0141
H 2.72032 1.99744 2.10190 -0.0098 0.0167 -0.0203
H 3.12690 -1.61408 3.65279 0.0364 -0.0134 -0.0008
H 1.41044 -1.89579 3.44135 -0.0254 0.0055 0.0087
H 1.99864 -0.26138 3.65714 0.0013 -0.0130 0.0046
O -0.03244 0.81098 3.00114 -0.0250 -0.1409 0.0865
N -0.62074 -0.20760 2.24276 -0.1051 0.1010 0.5912
C -1.18737 -1.07950 2.97303 -0.0627 -0.0077 -0.1811
C -1.86711 -2.28339 2.44392 0.0578 0.0422 0.0191
C -1.79346 -3.39405 3.28783 -0.0243 -0.0466 -0.0370
C -2.34481 -4.60824 2.92181 0.0113 0.0286 0.0038
C -3.00781 -4.71949 1.70905 -0.0074 0.0136 -0.0176
C -3.12471 -3.61343 0.88335 0.0023 -0.0064 0.0054
C -2.56310 -2.38307 1.22007 -0.0295 0.0125 0.0096
P -2.83406 -0.87570 0.20255 -0.0630 -0.0538 -0.2137
C -2.21266 -1.17584 -1.55628 -0.0421 0.0887 0.2114
C -1.26323 -2.34117 -1.62399 0.0498 -0.0257 0.0503
C -0.73216 -2.80895 -2.75960 0.0171 -0.0018 -0.0110
C -0.77958 -2.21143 -4.09116 -0.0098 -0.0048 0.0234
C -1.45316 -1.10947 -4.41485 0.0335 0.0045 0.0074
C -2.32997 -0.36438 -3.46902 -0.1180 0.0526 -0.0240
C -4.63655 -0.75273 0.04593 0.0289 0.0726 0.0899
C -5.39951 -1.55897 -0.79712 0.0060 -0.0894 -0.0527
C -6.77699 -1.42033 -0.82612 -0.0008 0.0348 0.0223
C -7.40367 -0.47656 -0.02330 0.0028 0.0061 -0.0125
C -6.65059 0.34218 0.80385 0.0115 -0.0313 -0.0313
C -5.27103 0.20686 0.83248 0.0083 0.0201 0.0498
H 0.08284 1.55067 2.38166 -0.0205 0.0383 0.0027
H -1.13758 -0.95999 4.05424 -0.0225 0.0064 0.0048
H -1.28549 -3.30099 4.23917 0.0190 0.0017 0.0418
H -2.26565 -5.46000 3.58209 0.0028 -0.0232 0.0266
H -3.45006 -5.66090 1.41443 -0.0089 -0.0253 -0.0124
H -3.66800 -3.70605 -0.04763 -0.0259 0.0084 -0.0259
H -1.10491 -2.92974 -0.72500 0.0083 0.0046 -0.0196
H -0.18603 -3.74023 -2.69639 0.0574 -0.0179 0.0232
H -0.19812 -2.70891 -4.85721 0.0138 -0.0193 -0.0179
H -1.38604 -0.72509 -5.42494 -0.0025 0.0325 -0.0536
H -2.96299 0.34941 -3.99561 0.0253 0.0012 0.0071
H -4.92328 -2.27004 -1.45853 0.0071 -0.0027 0.0457
H -7.36230 -2.04502 -1.48550 -0.0327 -0.0261 -0.0297
H -8.47901 -0.37142 -0.05477 -0.0417 0.0012 0.0072
H -7.13369 1.08703 1.41971 -0.0253 0.0390 0.0299
H -4.67869 0.85909 1.46385 0.0078 -0.0020 0.0060
N 1.26104 3.08621 -1.21167 0.1697 -0.0980 -0.0994
C 0.26802 3.44226 -0.36428 0.0333 -0.0509 -0.1139
N -0.30150 2.61820 0.48289 -0.3147 -0.1080 -0.1582
C -1.40176 3.26488 1.08509 0.1049 -0.0098 0.1176
C -2.34700 2.67475 1.92205 0.0308 0.0772 -0.0496
C -3.37564 3.45211 2.42321 0.0041 0.0451 -0.0064
C -3.48046 4.80630 2.10673 0.0076 -0.0414 -0.0091
C -2.55997 5.40196 1.26474 0.0298 -0.0694 -0.0036
C -1.53716 4.61527 0.75633 -0.0272 0.0468 0.0638
S -0.31611 5.07149 -0.39051 -0.0610 0.0571 -0.0060
H 1.22949 2.13882 -1.57786 -0.1138 0.1059 -0.0150
H 1.48800 3.74941 -1.93934 0.0108 -0.0345 0.0345
H -2.29688 1.62315 2.15626 0.0174 -0.0785 0.0187
H -4.11069 3.00046 3.07523 -0.0301 -0.0151 0.0162
H -4.29249 5.39212 2.51124 -0.0357 0.0283 0.0243
H -2.64349 6.44489 0.99628 -0.0075 0.0490 -0.0175
Cl -2.85982 2.20056 -6.17815 0.0003 -0.0598 -0.0935
C -1.14820 2.25093 -6.45740 -0.1680 0.0089 -0.2555
C -0.69823 2.30020 -7.76684 0.0390 -0.0100 0.0234
C 0.66090 2.27564 -8.03541 -0.0493 0.0168 0.0957
C 1.56487 2.21828 -6.98610 -0.0127 -0.0005 -0.0303
C 1.09068 2.20642 -5.68872 0.1132 0.0068 0.0034
Cl 2.25739 2.21285 -4.38681 -0.0311 -0.0475 -0.0068
C -0.27175 2.21660 -5.37277 0.2827 0.0821 0.0213
N -0.69388 2.16362 -4.05841 -0.0479 -0.3970 0.2028
C -1.61452 3.04928 -3.49922 0.0213 0.1310 -0.0304
C -1.70465 4.33892 -4.03366 -0.0231 0.0808 0.0417
C -2.60354 5.26394 -3.54443 0.0052 -0.0210 0.0285
C -3.43204 4.92013 -2.48419 0.0145 -0.0565 -0.0149
C -3.33126 3.65089 -1.94710 0.0301 0.0179 0.0146
C -2.43850 2.68962 -2.42895 -0.0659 0.0376 0.1430
C -2.49650 1.36125 -1.69115 -0.0745 0.0950 0.0442
C -1.65700 0.17682 -2.17096 -0.0052 0.0741 -0.0255
O -3.15479 -1.24020 -2.64369 -0.0143 -0.0441 -0.0508
O -0.30196 0.38971 -2.02957 -0.2974 0.1436 -1.1895
H -1.42387 2.33666 -8.56569 -0.0170 -0.0015 -0.0397
H 1.01379 2.30716 -9.05557 0.0092 -0.0145 -0.0297
H 2.63077 2.20631 -7.16264 0.0079 0.0006 -0.0163
H -0.25721 1.48001 -3.43533 -0.0130 0.0834 -0.0088
H -1.05504 4.60076 -4.85915 0.0191 0.0247 -0.0182
H -2.65553 6.24868 -3.98811 -0.0069 0.0283 -0.0173
H -4.15215 5.62394 -2.09101 -0.0203 0.0245 0.0182
H -3.97836 3.37088 -1.12288 -0.0288 0.0013 0.0593
H -3.54763 1.05082 -1.66658 0.0489 0.0191 -0.0488
H -2.24083 1.58286 -0.64841 -0.0265 -0.0625 -0.0726
```
Positions in Å, forces in eV/Å.

Electronic energy   -4793.6999 Ha
ΔE to the lowest compared entry with this formula, charge and spin   4.0301 eV
Net charge   +1

- Look up the net charge of the first one.
  -1

- The highest electronic energy belongs to which entry?
  C52H50BCrN9OS2

- Among the records above, which one has the highest electronic energy?
  C52H50BCrN9OS2